[1]
Formula: C24H30F3GaNO3
Source: OMol25
Level of theory: wB97M-V/def2-TZVPD

```
62
Properties=species:S:1:pos:R:3:nbo_charge:R:1
C -0.6442 -4.9978 -0.7619 -0.64
C -0.6402 -3.8240 0.2703 -0.02
C -1.4984 -3.9644 1.4423 -0.26
C -1.5062 -2.8948 2.4564 -0.21
C -0.6770 -1.6926 2.3408 -0.10
C -0.7241 -0.6400 3.4873 -0.25
C -2.0455 -0.7354 4.3732 -0.62
C 0.4933 -0.8655 4.4990 -0.61
C 0.2007 -1.5507 1.1494 0.43
O 1.0431 -0.4777 0.9605 -0.57
C 0.3235 0.7989 0.8423 -0.54
Ga 0.9659 2.0153 -0.6894 1.12
C 2.9857 2.4211 -0.6876 -0.97
C 3.8686 1.5011 -1.5682 0.57
O 4.9625 1.1531 -1.1313 -0.59
C 3.5158 1.0038 -2.9942 -0.11
C 3.0526 1.8204 -4.0975 -0.19
C 2.7465 1.2489 -5.4142 -0.23
C 2.9283 -0.1791 -5.5958 -0.22
C 3.4231 -1.0441 -4.5356 -0.24
C 3.7109 -0.4370 -3.2451 -0.18
C 0.2365 1.3104 -2.5104 -0.91
C -1.3478 1.3238 -2.3831 0.02
O -1.7733 2.6374 -1.9668 -0.72
C -2.0530 1.1108 -3.7840 0.96
F -3.4377 1.2028 -3.6390 -0.35
F -1.7004 -0.0945 -4.3293 -0.33
F -1.7306 2.1376 -4.6511 -0.34
C 0.1745 -2.6287 0.1517 -0.30
H 0.3455 -5.1134 -1.2867 0.22
H -0.7973 -5.9648 -0.2014 0.21
H -1.4860 -4.9110 -1.4927 0.22
H -2.1451 -4.8658 1.5910 0.20
H -2.1672 -3.0953 3.3346 0.21
H -0.6710 0.4212 3.1525 0.24
H -1.9760 0.0654 5.1562 0.22
H -2.1698 -1.7368 4.8554 0.19
H -2.9259 -0.4598 3.7249 0.20
H 0.1097 -1.4853 5.3512 0.19
H 0.9352 0.1000 4.8444 0.22
H 1.2808 -1.4368 3.9337 0.22
H -0.7899 0.5981 0.8162 0.17
H 0.4920 1.3625 1.8101 0.17
H 0.2225 3.4399 -0.4587 -0.34
H 3.1062 3.4753 -1.0785 0.23
H 3.4586 2.4347 0.3348 0.24
H 2.9002 2.9190 -3.9424 0.22
H 2.3921 1.9143 -6.2301 0.22
H 2.6732 -0.6143 -6.5931 0.21
H 3.6025 -2.1388 -4.6330 0.22
H 4.0841 -1.0788 -2.4075 0.23
H 0.4783 2.0920 -3.2762 0.22
H 0.6222 0.2889 -2.7622 0.22
H -1.6855 0.5529 -1.6420 0.19
H -2.1888 2.5777 -1.0941 0.48
H 0.8167 -2.5392 -0.7624 0.22
C -4.3821 3.0232 5.2129 -0.71
C -2.9392 2.7280 5.0607 0.29
N -1.8212 2.4969 4.9408 -0.32
H -4.8272 2.3334 5.9295 0.25
H -4.5152 4.0438 5.5706 0.25
H -4.8853 2.9135 4.2527 0.26
```

Results
Spin multiplicity   1
Orbital gap   7.2 eV
HOMO energy   -5.01 eV
Charge   -1



[2]
Formula: C24H30F4O21
Source: OMol25
Level of theory: wB97M-V/def2-TZVPD

```
79
Properties=species:S:1:pos:R:3:mulliken_charge:R:1
O 6.9094 1.3340 -3.7391 -0.62
C 5.8146 1.5928 -3.2519 0.54
O 5.6837 1.7757 -1.9763 -0.36
C 4.3169 1.9592 -1.7133 0.19
C 3.7536 2.2268 -3.0511 0.66
F 3.2525 3.4201 -3.1454 -0.36
O 4.8423 2.0903 -3.9187 -0.34
H 3.8713 1.0420 -1.3282 -0.23
H 4.2622 2.8435 -1.0783 0.34
H 2.9328 1.5599 -3.3153 0.16
O 5.5778 -2.9754 3.4686 -0.57
C 5.4792 -2.5586 2.3205 0.61
O 6.3601 -1.7329 1.7476 -0.34
C 5.9638 -1.4673 0.3644 -0.32
C 4.6147 -2.1557 0.1869 1.10
F 4.7020 -3.1988 -0.6414 -0.30
O 4.4014 -2.6842 1.4991 -0.33
H 5.8591 -0.3931 0.2116 0.18
H 6.7241 -1.7707 -0.3552 0.25
H 3.7858 -1.5099 -0.1028 -0.30
O -0.7526 -5.2153 0.7093 -0.59
C -0.2194 -5.1473 -0.4176 0.72
O -0.6859 -4.4552 -1.4449 -0.34
C 0.0958 -4.6847 -2.6161 -0.44
C 1.3216 -5.4490 -2.0899 0.29
F 2.3500 -4.5438 -2.0600 -0.21
O 0.8691 -5.8457 -0.7998 -0.32
H -0.5391 -5.2918 -3.2615 0.36
H 0.3494 -3.8077 -3.2116 0.29
H 1.5723 -6.2964 -2.7279 0.26
O -3.9121 2.6920 5.3139 -0.58
C -2.9561 2.0264 4.9268 0.73
O -1.7507 2.5696 4.6872 -0.39
C -0.9850 1.7065 3.8058 0.30
C -1.5272 0.3516 4.3337 0.46
F -1.0118 -0.1623 5.4515 -0.31
O -2.8683 0.7367 4.6144 -0.36
H -1.1672 1.8979 2.7483 -0.28
H 0.0550 1.9459 4.0275 0.27
H -1.5332 -0.4329 3.5771 0.17
C -7.4074 1.1180 2.4357 -1.45
C -6.1544 0.2850 1.9873 0.52
C -6.1761 -0.2912 0.5826 -0.46
O -4.7955 0.0610 0.1977 -0.31
C -4.1454 0.7688 1.0320 0.54
O -2.9363 1.1014 0.9320 -0.55
O -5.0394 1.1475 1.9799 -0.31
H -8.3232 0.7831 1.9484 0.37
H -7.4240 2.2004 2.3084 0.37
H -7.4343 1.0680 3.5242 0.38
H -6.1003 -0.5432 2.6938 0.19
H -6.8385 0.2856 -0.0629 0.32
H -6.2716 -1.3727 0.4849 0.28
C -2.4115 -1.3478 -1.8373 -1.60
C -1.1867 -0.5677 -1.3469 1.29
C -0.4961 -1.1516 -0.1789 0.15
O 0.8497 -1.1630 -0.4147 -0.19
C 1.0210 -0.7426 -1.6868 0.90
O 2.1218 -0.5465 -2.2439 -0.78
O -0.1263 -0.4973 -2.2710 -0.48
H -2.8402 -0.9311 -2.7487 0.46
H -3.2635 -1.4175 -1.1610 0.24
H -2.2320 -2.3419 -2.2466 0.21
H -1.5096 0.4517 -1.1359 -0.16
H -0.7717 -2.2054 -0.1376 0.07
H -0.8119 -0.6383 0.7294 -0.09
C 0.0280 3.2936 -2.5659 -0.97
C 0.5992 3.6830 -1.1852 0.47
C -0.3406 3.9648 -0.0082 -0.48
O 0.2819 3.3206 1.0655 -0.39
C 1.4084 2.6074 0.6616 0.52
O 2.1175 2.0239 1.4828 -0.62
O 1.5121 2.6869 -0.6414 0.07
H 0.9098 3.2059 -3.2007 0.23
H -0.7645 3.9580 -2.9104 0.38
H -0.3514 2.2849 -2.4025 0.11
H 1.1124 4.6102 -1.4399 0.16
H -1.4118 3.8270 -0.1551 0.29
H -0.2091 5.0291 0.1870 0.32
```

Results
Spin multiplicity   1
SMILES   O=C1OC[C@@H](F)O1.O=C1OC[C@@H](F)O1.O=C1OC[C@@H](F)O1.O=C1OC[C@@H](F)O1.C[C@H]1COC(=O)O1.C[C@H]1COC(=O)O1.C[C@H]1COC(=O)O1
Orbital gap   10.7 eV
HOMO energy   -10.69 eV
Charge   0



[3]
Formula: C24H30F6N3O
Source: OMol25
Level of theory: wB97M-V/def2-TZVPD

```
64
Properties=species:S:1:pos:R:3:nbo_charge:R:1
C -4.2111 2.1283 3.6098 -0.41
N -3.0850 2.9293 3.2001 -0.39
C -3.0206 4.2674 3.7604 -0.29
C -3.8117 5.1810 2.8679 0.97
F -3.8659 6.4742 3.2769 -0.30
F -3.2733 5.1618 1.5982 -0.33
F -5.1044 4.7257 2.7384 -0.33
C -2.1602 2.4535 2.3207 0.29
C -0.7834 2.7998 2.4088 -0.28
C 0.1299 2.1949 1.5730 -0.08
C -0.2654 1.3194 0.5189 -0.19
C 0.7402 0.6960 -0.2854 0.07
C 0.4542 -0.1770 -1.3855 -0.17
C 1.2952 -0.1814 -2.5342 -0.12
C 0.9286 -0.8429 -3.6895 -0.21
C -0.2573 -1.6187 -3.7275 0.25
N -0.6787 -2.2645 -4.8924 -0.46
C -0.6304 -1.5692 -6.1645 -0.40
C -0.5434 -3.7209 -5.0027 -0.30
C -1.6899 -4.4911 -4.4105 0.97
F -1.7119 -5.7909 -4.8377 -0.32
F -1.6074 -4.5244 -3.0374 -0.34
F -2.8969 -3.9271 -4.7331 -0.32
C -1.0240 -1.7354 -2.5447 -0.24
C -0.6526 -1.0739 -1.3927 -0.12
C -1.6751 1.1494 0.3330 -0.11
C -2.5801 1.5954 1.2722 -0.22
H -3.9130 1.0727 3.6809 0.22
H -4.5457 2.4717 4.5960 0.23
H -5.0474 2.2000 2.8977 0.22
H -3.5002 4.2534 4.7458 0.24
H -1.9909 4.6299 3.7867 0.24
H -0.4659 3.4882 3.1924 0.23
H 1.1932 2.3853 1.7182 0.26
H 1.7332 1.1532 -0.2651 0.25
H 2.2181 0.4018 -2.5062 0.23
H 1.5458 -0.7912 -4.5893 0.23
H -0.1965 -0.5712 -6.0451 0.21
H -0.0417 -2.1525 -6.8821 0.20
H -1.6485 -1.4594 -6.5685 0.21
H -0.5067 -3.9752 -6.0684 0.24
H 0.3554 -4.0587 -4.4645 0.23
H -1.9399 -2.3198 -2.5845 0.25
H -1.2490 -1.2171 -0.4911 0.23
H -2.0615 0.6455 -0.5494 0.24
H -3.6417 1.3483 1.1897 0.23
O 3.2815 1.5813 2.2718 -0.75
C 4.0119 0.5563 2.9171 -0.06
C 3.4127 -0.7824 2.5078 -0.06
C 4.4500 -1.9187 2.4346 -0.40
C 4.0229 -2.7792 1.2312 -0.41
C 2.9084 -1.9855 0.5011 -0.21
N 2.7616 -0.7613 1.2275 -0.65
H 3.6624 2.4350 2.5317 0.48
H 5.0713 0.6089 2.6219 0.16
H 3.9097 0.6345 4.0120 0.17
H 2.6667 -1.0238 3.2937 0.16
H 5.4454 -1.4927 2.2611 0.21
H 4.4738 -2.4796 3.3750 0.22
H 4.8693 -2.9596 0.5630 0.22
H 3.6341 -3.7428 1.5733 0.22
H 3.2037 -1.7795 -0.5400 0.18
H 1.9714 -2.5705 0.4411 0.17
H 1.9267 -0.2041 1.1421 0.37
```

Results
Spin multiplicity   1
Energy above the lowest of the compared OMol25 structures with the same formula, charge and spin   0.0 kJ/mol
Orbital gap   5.5 eV
HOMO energy   -10.54 eV
Charge   +1



[4]
Formula: C24H30FeNO6
Source: OMol25
Level of theory: wB97M-V/def2-TZVPD

```
62
Properties=species:S:1:pos:R:3:nbo_charge:R:1
C -0.1336 -0.1985 -3.2401 -0.28
C -0.6281 -1.1884 -2.1420 -0.40
C -0.3079 1.2354 -2.6819 -0.38
C -1.4085 1.0767 -1.6231 -0.26
H -0.5952 1.9181 -3.4921 0.24
H 0.6338 1.5646 -2.2150 0.22
C -1.0851 -0.3243 -0.9478 -0.22
H 0.1721 -1.8995 -1.9017 0.24
H -1.4995 -1.7359 -2.5389 0.20
C 0.0534 -0.2169 0.1084 -0.04
H -1.9991 -0.7351 -0.4768 0.22
H -2.3582 0.9195 -2.1642 0.20
C -1.5934 2.2215 -0.7272 0.12
C 1.3251 -0.3402 -3.6373 0.82
C -0.9594 -0.3548 -4.5378 0.83
O -1.7421 0.5162 -4.8848 -0.59
O 2.1680 -0.9273 -2.9768 -0.60
O 1.6148 0.2607 -4.8040 -0.52
O -0.7979 -1.4450 -5.3165 -0.53
C 0.0612 -2.5909 -5.0485 -0.26
H 0.1211 -2.8697 -3.9834 0.21
H 1.0606 -2.3904 -5.4607 0.18
H -0.4118 -3.3937 -5.6207 0.19
C 3.0183 0.2477 -5.0926 -0.26
H 3.5731 0.7702 -4.2991 0.20
H 3.1242 0.7681 -6.0449 0.18
H 3.3818 -0.7869 -5.1705 0.19
O -0.3540 0.2738 1.3444 -0.96
H 0.8684 0.4073 -0.3200 0.13
H 0.5031 -1.2285 0.2327 0.15
C -2.9531 2.5386 -0.2801 -0.65
C -0.4605 3.0583 -0.3262 -0.67
H 0.0005 3.5894 -1.1748 0.18
H 0.3302 2.4823 0.1792 0.26
H -0.8112 3.8161 0.3839 0.21
H -2.9333 2.8931 0.7574 0.22
H -3.6141 1.6662 -0.3553 0.21
H -3.3870 3.3441 -0.8947 0.18
Fe -0.0513 0.0445 3.1916 1.36
C -1.8759 -1.0985 4.6211 -0.30
C -2.3181 -0.8946 3.2709 -0.45
C -1.5361 -1.7491 2.4267 -0.32
H -3.1556 -0.2719 2.9395 0.20
C -0.5799 -2.4363 3.2369 -0.38
C -0.7922 -2.0222 4.5992 -0.37
H -0.2687 -2.3754 5.4897 0.21
H -2.3002 -0.6749 5.5315 0.21
H -1.7938 -2.0272 1.4084 0.19
H 0.1103 -3.2140 2.8884 0.20
C 2.0987 1.4045 3.5724 -0.42
C 2.2100 0.2932 4.4843 -0.27
C 2.2598 -0.9142 3.7003 -0.38
H 2.4984 0.3300 5.5276 0.20
C 2.2533 -0.5445 2.3200 -0.40
C 2.1402 0.8930 2.2405 -0.35
H 2.2200 1.4978 1.3348 0.19
H 1.9862 2.4543 3.8342 0.20
H 2.3318 -1.9293 4.0887 0.20
H 2.4254 -1.2151 1.4745 0.20
O 0.0333 0.2905 7.5797 -0.72
C 0.0439 0.5069 6.4040 0.72
N 0.0839 0.7106 5.2086 -0.87
```

Results
Spin multiplicity   6
Orbital gap (alpha / beta)   3.4 / 3.4 eV
HOMO energy (alpha / beta)   0.42 / 0.37 eV
Charge   -2